34
Properties=species:S:1:pos:R:3:nbo_charge:R:1 method="wB97M-V/def2-TZVPD" multiplicity=1 smiles="CC(=O)Nc1ccc(NC(=O)Oc2ccccc2)cc1" relative_energy_ev=0.0000 e_tot_ha=-915.2830
C 6.4190 1.4684 0.1360 -0.713
C 5.4214 0.3396 -0.0355 0.684
O 5.7427 -0.7930 -0.3087 -0.601
N 4.1349 0.7583 0.1531 -0.602
C 2.9486 0.0219 0.0803 0.131
C 1.7474 0.6867 0.3130 -0.230
C 0.5378 0.0226 0.2573 -0.193
C 0.5021 -1.3360 -0.0410 0.117
N -0.6699 -2.0959 -0.1094 -0.607
C -1.9959 -1.7784 -0.1350 0.894
O -2.8418 -2.6330 -0.2220 -0.626
O -2.2258 -0.4520 -0.0805 -0.531
C -3.5263 0.0383 -0.0552 0.363
C -4.5394 -0.5419 0.6922 -0.268
C -5.7921 0.0478 0.7009 -0.195
C -6.0308 1.2074 -0.0155 -0.221
C -5.0090 1.7868 -0.7495 -0.199
C -3.7558 1.2046 -0.7741 -0.275
C 1.7074 -2.0013 -0.2661 -0.213
C 2.9159 -1.3397 -0.2090 -0.232
H 6.2266 2.2542 -0.5917 0.226
H 7.4224 1.0817 -0.0147 0.243
H 6.3445 1.8890 1.1367 0.226
H 4.0040 1.7355 0.3764 0.394
H 1.7567 1.7426 0.5457 0.203
H -0.3716 0.5647 0.4481 0.231
H -0.5191 -3.0907 -0.2237 0.413
H -4.3552 -1.4466 1.2480 0.241
H -6.5848 -0.4052 1.2770 0.217
H -7.0108 1.6600 -0.0023 0.215
H -5.1881 2.6922 -1.3097 0.216
H -2.9475 1.6385 -1.3424 0.223
H 1.6964 -3.0580 -0.4911 0.208
H 3.8360 -1.8694 -0.3876 0.261

---

36
Properties=species:S:1:pos:R:3:mulliken_spin:R:1 method="wB97M-V/def2-TZVPD" multiplicity=5 e_tot_ha=-1403.6709
C 0.1945 -1.2905 -1.9636 -0.010
C -1.0959 -1.2705 -1.3673 -0.029
C -0.9930 -1.7918 -0.0605 0.279
C 0.3831 -2.0848 0.2248 -0.012
C 1.1283 -1.8560 -1.0032 0.029
Os 0.4682 -0.1212 -0.1333 0.888
C -1.2404 1.8020 -1.1418 0.518
C -0.7191 2.5565 -2.1270 0.776
C 0.4233 2.8697 -2.6156 0.351
N 1.6888 -0.0132 1.4416 0.662
H -1.8249 -1.9597 0.6165 -0.004
H -2.0262 -0.9837 -1.8633 -0.012
H 0.7831 -2.5433 1.1215 0.006
H 2.1838 -2.0916 -1.1510 -0.009
H 0.4222 -1.0267 -3.0018 0.008
H -2.1353 1.3646 -1.5013 0.063
H 1.7160 0.4525 -1.0749 0.045
H -1.2440 2.0095 -0.0666 0.051
H 0.4620 3.2075 -3.6415 0.055
H 1.4193 2.6949 -2.1860 0.057
O 2.1023 2.2905 4.2840 0.001
S 1.8893 0.8846 4.2669 -0.001
O 2.9070 -0.1457 4.3857 -0.002
N 1.0700 0.4542 2.5390 -0.064
C -0.2660 0.2211 2.6233 0.075
O -1.0143 0.1482 1.5894 0.159
C -0.6654 0.0918 4.0211 0.012
C -1.8869 -0.3852 4.5552 0.053
C -2.0457 -0.5760 5.9399 -0.027
C -1.0066 -0.2702 6.8368 0.048
C 0.1938 0.2246 6.3110 -0.023
C 0.3391 0.3953 4.9313 0.048
H -2.7258 -0.6408 3.9071 0.006
H -2.9708 -0.9746 6.3772 -0.001
H -1.1128 -0.4111 7.9192 0.003
H 1.0345 0.4663 6.9596 -0.001

---

38
Properties=species:S:1:pos:R:3:nbo_charge:R:1 method="wB97M-V/def2-TZVPD" multiplicity=1 smiles="C=CCC1=C(c2ccccc2)C(=O)C(P(O)(O)=S)=C(P(O)O)C1=O" e_tot_ha=-2112.1001
C 2.7595 1.6887 0.8522 -0.438
C 2.8031 0.5787 1.7278 -0.166
C 2.0563 -0.8353 1.4474 -0.491
C 0.9596 -0.6348 0.2767 -0.008
C -0.2979 0.0043 0.5046 -0.073
C -0.6316 0.4868 1.9864 -0.064
C -0.6938 1.9528 2.4643 -0.188
C -0.9978 2.2000 3.9869 -0.216
C -1.2360 1.0625 5.0134 -0.218
C -1.2212 -0.4097 4.5239 -0.223
C -0.9177 -0.6580 3.0267 -0.212
C -1.3078 0.2007 -0.7393 0.517
O -2.4167 0.7267 -0.4440 -0.480
C -0.9298 -0.2594 -2.2419 -0.441
P -2.1889 0.1375 -3.5935 1.688
O -1.4459 0.5809 -5.0915 -0.915
O -3.1976 1.4873 -3.1963 -0.897
S -3.4033 -1.3747 -3.8339 -0.520
C 0.3211 -0.9478 -2.4661 -0.368
P 0.7899 -1.5566 -4.1983 1.316
O 2.1540 -2.5831 -4.1775 -0.932
O -0.4947 -2.5223 -4.8503 -0.929
C 1.2813 -1.1671 -1.1938 0.502
O 2.3577 -1.8278 -1.3172 -0.506
H 1.9745 1.8784 0.0519 0.203
H 3.5976 2.4725 0.9603 0.216
H 3.4355 0.6845 2.6731 0.221
H 1.6125 -1.2690 2.4027 0.249
H 2.9014 -1.5494 1.1280 0.265
H -0.5261 2.8140 1.7405 0.238
H -1.0499 3.2705 4.3988 0.230
H -1.4296 1.2358 6.1264 0.234
H -1.3810 -1.3292 5.1782 0.236
H -0.8861 -1.7484 2.6600 0.227
H -0.7781 1.2748 -4.8489 0.485
H -2.5581 2.2491 -3.2325 0.475
H 1.9426 -3.3831 -3.6299 0.487
H -0.9572 -2.9309 -4.0752 0.493

---

43
Properties=species:S:1:pos:R:3:mulliken_spin:R:1 method="wB97M-V/def2-TZVPD" multiplicity=5 charge=-1 e_tot_ha=-3338.8337
Co -0.1614 -0.7636 -1.6134 2.735
C -3.7472 -1.0066 0.6197 0.002
C -3.0361 -0.9871 -0.5883 0.004
N -1.9400 -0.2530 -0.4705 0.041
N -1.9095 0.1963 0.7916 -0.013
C -2.9916 -0.2315 1.4694 0.002
B 0.3829 1.6758 0.4634 -0.082
N 1.4758 0.5009 0.5578 -0.002
C 2.5912 0.6013 1.4296 0.460
C 3.6299 -0.1736 0.9777 -0.072
C 3.2500 -0.7511 -0.2159 0.427
N 1.9502 -0.3763 -0.5830 0.059
N 0.2333 2.1594 -0.9755 -0.011
C 0.2643 3.4309 -1.4173 0.003
C 0.0569 3.4223 -2.7799 0.000
C -0.0931 2.0645 -3.0968 -0.005
N 0.0097 1.3258 -2.0060 0.045
H -4.6617 -1.5267 0.8422 0.000
H -3.2205 -1.4986 -1.5203 0.000
H -3.1261 0.0464 2.5013 -0.002
H 0.8323 2.6088 1.0942 0.013
H 2.5000 1.2432 2.2861 0.020
H 4.5763 -0.3100 1.4760 -0.004
H 3.7793 -1.4121 -0.8811 0.006
H 0.4462 4.2379 -0.7278 0.001
H 0.0268 4.2659 -3.4466 0.000
H -0.2562 1.5819 -4.0470 0.000
O 0.9506 -3.8529 -3.4792 0.002
S -0.2786 -3.3014 -2.9485 -0.004
O -1.4443 -4.1464 -3.0886 0.002
O -0.0944 -2.8463 -1.5104 0.041
S -0.6378 -1.4419 -3.8145 0.094
C 0.0968 -0.3270 3.1824 0.001
C 0.4573 -1.6123 2.5831 0.049
C 0.8725 -1.8302 1.3194 0.042
C 0.8336 -0.8194 0.3046 0.110
C -0.9377 1.1747 1.3067 0.011
C -0.4504 0.7970 2.6888 0.009
H 0.3112 -0.2808 4.2486 0.003
H 0.4262 -2.4593 3.2590 0.002
H 1.0812 -2.8371 0.9736 0.004
H -1.5137 2.0993 1.4336 0.000
H -0.5341 1.6129 3.4018 0.001

---

40
Properties=species:S:1:pos:R:3:nbo_charge:R:1 method="wB97M-V/def2-TZVPD" multiplicity=1 charge=+1 relative_energy_ev=1.1010 e_tot_ha=-7173.8838
Ca 1.5982 0.1476 -0.3967 1.725
Br -0.1406 -2.6154 -2.6145 0.053
C 0.8378 -1.2264 -3.4637 0.174
C 0.8294 -1.1162 -4.8336 -0.278
C 1.6230 -0.1205 -5.3961 -0.110
C 2.3752 0.7100 -4.5855 -0.217
C 2.2820 0.5446 -3.2228 0.131
N 1.5251 -0.4331 -2.6599 -0.604
C 2.9990 1.4727 -2.2398 0.707
O 4.1759 1.7197 -2.4187 -0.582
O 2.2205 1.8502 -1.2555 -0.888
H 0.2353 -1.7862 -5.4379 0.249
H 1.6530 -0.0058 -6.4740 0.240
H 3.0169 1.4829 -4.9830 0.258
C -0.7835 0.5543 5.0285 -0.637
C 0.4262 0.6405 4.1276 -0.035
C 1.6006 1.2733 4.5108 -0.119
C 2.6871 1.3330 3.6564 -0.256
C 2.5543 0.7394 2.4233 0.134
Br 4.0270 0.6968 1.2211 0.105
N 1.4421 0.1466 2.0054 -0.594
C 0.4018 0.1030 2.8583 0.068
H -0.5361 0.8479 6.0471 0.233
H -1.1808 -0.4612 5.0579 0.231
H -1.5816 1.2123 4.6758 0.238
H 1.6687 1.7340 5.4930 0.237
H 3.6115 1.8221 3.9370 0.254
H -0.5059 -0.3574 2.4854 0.204
S -0.9908 1.0879 -0.6159 -0.349
C -2.2361 -0.0436 -0.3936 0.335
N -3.4842 0.1415 -0.8188 -0.566
C -4.4067 -0.9621 -0.5109 -0.226
C -3.4583 -1.9999 0.1173 -0.226
N -2.1970 -1.2417 0.2371 -0.594
H -3.7629 1.0140 -1.2323 0.433
H -4.8790 -1.3359 -1.4123 0.220
H -5.1824 -0.6494 0.1807 0.215
H -3.3347 -2.8725 -0.5196 0.210
H -3.8046 -2.3292 1.0907 0.218
H -1.3253 -1.7178 0.3315 0.407

---

37
Properties=species:S:1:pos:R:3:nbo_charge:R:1 method="wB97M-V/def2-TZVPD" multiplicity=1 relative_energy_ev=1.0025 e_tot_ha=-3887.9900
C -4.1216 -1.2180 1.7921 -0.651
C -4.1364 -0.2983 0.6138 0.081
C -3.1046 0.6092 0.4074 -0.324
C -3.1017 1.4598 -0.6911 0.321
O -2.1386 2.3888 -0.9590 -0.476
C -1.0180 2.4587 -0.1233 -0.172
C -0.1795 1.1740 -0.1572 0.754
O -0.2729 0.3130 -0.9801 -0.548
O 0.6829 1.2092 0.8635 -0.422
N 1.4305 -0.0012 1.0561 -0.223
C 2.6915 0.1467 1.1484 0.422
N 3.3822 1.3043 1.0985 -0.813
C 3.4897 -1.1178 1.3421 -0.474
C 4.3005 -1.3772 0.1147 -0.190
C 3.9150 -2.0042 -1.0273 -0.249
C 4.9256 -2.0232 -2.0167 -0.241
C 6.0623 -1.4023 -1.6187 -0.408
S 5.9279 -0.7808 -0.0209 0.399
C -4.1577 1.4098 -1.6006 -0.245
C -5.1922 0.5204 -1.4082 -0.210
C -5.1745 -0.3211 -0.3091 -0.134
Br -6.6247 -1.5371 -0.0766 0.032
H -4.1500 -2.2559 1.4609 0.230
H -4.9985 -1.0498 2.4177 0.227
H -3.2273 -1.0678 2.3906 0.215
H -2.2947 0.6201 1.1204 0.214
H -1.2872 2.6917 0.9154 0.200
H -0.4116 3.2788 -0.5200 0.223
H 2.9004 2.1538 0.8588 0.408
H 4.3857 1.2905 1.0409 0.403
H 4.1385 -1.0039 2.2124 0.231
H 2.7905 -1.9365 1.5091 0.263
H 2.9392 -2.4356 -1.1572 0.237
H 4.8058 -2.4811 -2.9819 0.229
H 6.9796 -1.2667 -2.1560 0.238
H -4.1447 2.0731 -2.4497 0.226
H -6.0115 0.4767 -2.1092 0.228